ORCA calculation (ωB97M-V/def2-TZVPD) on 6 unconnected molecules or ions with the total composition C20H56N4O6 in a non-equilibrium geometry.

The SMILES is COC[C@H](C)N.COC[C@H](C)N.COC[C@H](C)N.COC[C@H](C)N.CCO.CCO. For the HOMO-LUMO gap, the calculation gives 9.49 eV. As for the largest force on an atom: 0.0199 hartree/bohr. The HOMO energy is -0.3262 Eh. As for the energy: -39891.686 eV.

ORCA input file:
```
! wB97M-V def2-TZVPD RIJCOSX def2/J DEFGRID3
* xyz 0 1
C -12.29531 9.33063 -1.36526
O -12.64934 8.73434 -2.58903
C -13.30201 9.61940 -3.48092
C -14.35111 8.84082 -4.26744
C -13.69960 7.86921 -5.23600
N -15.27785 9.71758 -4.99364
H -13.18219 9.50038 -0.73630
H -11.82052 10.31209 -1.48892
H -11.60597 8.66020 -0.85999
H -13.81589 10.39540 -2.89881
H -12.56945 10.06192 -4.16770
H -14.89126 8.25489 -3.51433
H -13.14134 7.09688 -4.71271
H -13.03063 8.41505 -5.91024
H -14.45364 7.39147 -5.86560
H -14.78691 10.22888 -5.72002
H -15.66095 10.41724 -4.36224
C -19.53838 13.02885 1.36382
O -18.18101 12.88527 1.01848
C -17.88940 13.20538 -0.32556
C -18.44112 12.20855 -1.31384
C -18.06757 10.78207 -0.97192
N -17.97294 12.52152 -2.66260
H -19.59833 12.89040 2.44257
H -20.19059 12.28766 0.89070
H -19.90793 14.03038 1.11014
H -18.29245 14.20908 -0.55251
H -16.80480 13.30263 -0.41108
H -19.54061 12.28789 -1.28346
H -18.41802 10.10022 -1.74870
H -18.42058 10.47993 0.00895
H -16.97264 10.72881 -1.00021
H -18.14833 13.49994 -2.88132
H -18.54333 12.02987 -3.34434
C -22.35708 6.25495 -3.57052
O -21.45969 6.04111 -2.50806
C -20.70728 4.86434 -2.68579
C -19.98717 4.55313 -1.38966
C -18.78248 5.48217 -1.22880
N -19.54741 3.17058 -1.38710
H -23.14718 5.49316 -3.56682
H -21.84222 6.23383 -4.53920
H -22.81008 7.23435 -3.43537
H -21.37110 4.04328 -3.00143
H -19.96682 4.99209 -3.49184
H -20.65836 4.80539 -0.55426
H -18.38149 5.49001 -0.21166
H -19.10621 6.50120 -1.45243
H -17.95944 5.19713 -1.88291
H -19.02468 2.92338 -0.55855
H -20.30336 2.50510 -1.48167
C -16.01493 4.91653 -3.85293
O -15.81640 3.65278 -4.45401
C -16.52448 2.64392 -3.77503
C -16.51305 1.36564 -4.58863
C -15.11218 0.77545 -4.70789
N -17.10316 1.67253 -5.90706
H -15.58016 4.89952 -2.84343
H -17.06399 5.21966 -3.85137
H -15.45166 5.65328 -4.42411
H -16.05167 2.45779 -2.79501
H -17.55787 2.94944 -3.56194
H -17.18834 0.65282 -4.10902
H -15.14193 -0.20491 -5.18664
H -14.66951 0.62405 -3.71778
H -14.47501 1.44044 -5.28903
H -16.67360 2.52646 -6.24263
H -16.93431 0.93564 -6.57796
C -19.38465 4.85572 -6.45475
C -18.24829 5.15768 -7.42650
O -18.13693 6.52350 -7.72387
H -19.18496 5.41334 -5.53257
H -19.35547 3.80351 -6.16439
H -20.34572 5.13709 -6.87933
H -18.38077 4.59263 -8.35183
H -17.31399 4.76854 -6.99060
H -18.01375 6.97140 -6.87323
C -19.14990 9.24331 -4.78492
C -18.32809 8.05417 -4.31844
O -17.31304 7.73616 -5.28949
H -19.86345 9.58611 -4.02793
H -19.71722 8.95152 -5.66977
H -18.51570 10.10070 -5.01536
H -18.94680 7.16498 -4.20913
H -17.81491 8.26291 -3.37285
H -16.60894 8.40570 -5.20875
*
```